Arrangement one

14
Properties=species:S:1:pos:R:3 method="wB97M-V/def2-TZVPD" e_lumo_ev=0.4 smiles="[H]/N=C/NC1=NC=NC1" total_charge=0
H 0.06 1.23 3.90
N 0.69 1.30 3.02
C 0.10 0.93 1.95
N 0.60 0.80 0.58
C -0.06 0.06 -0.45
N -1.31 -0.16 -0.53
C -1.35 -0.99 -1.65
N -0.33 -1.15 -2.45
C 0.74 -0.57 -1.62
H -1.00 0.68 2.15
H 1.50 1.02 0.18
H -2.25 -1.59 -1.78
H 1.14 -1.62 -0.98
H 1.47 0.06 -2.33

Arrangement two

14
Properties=species:S:1:pos:R:3 method="wB97M-V/def2-TZVPD" e_lumo_ev=0.1 smiles="C/C=N/n1ccnn1" total_charge=0
C 1.81 -1.21 1.41
C 0.79 -0.77 0.55
N 0.88 0.30 -0.02
N -0.08 0.83 -0.63
C -1.23 0.15 -1.08
C -2.14 1.17 -1.29
N -1.43 2.48 -1.21
N -0.11 2.14 -0.98
H 1.29 -1.54 2.32
H 2.32 -1.87 0.91
H 2.72 -0.52 1.54
H -0.28 -1.22 0.82
H -1.43 -0.95 -0.78
H -3.11 1.02 -1.56

Of them, arrangement two has the lowest stability.

Arrangement one

11
Properties=species:S:1:pos:R:3 method="wB97M-V/def2-TZVPD" e_lumo_ev=-1.2 total_charge=0
C -1.44 -3.19 -0.63
C -0.76 -3.29 0.34
O 1.10 0.73 -1.06
O 3.17 1.39 0.01
O -0.98 2.52 -0.11
O 0.01 2.54 0.98
S 2.08 0.49 0.01
H -1.67 -3.37 -1.64
H -0.50 3.11 1.65
H -0.66 -3.22 1.41
H -0.36 2.30 -0.97

Arrangement two

11
Properties=species:S:1:pos:R:3 method="wB97M-V/def2-TZVPD" e_lumo_ev=-0.2 smiles="O=S1(=O)CCOO1" total_charge=0
O 1.07 2.06 -0.05
S -0.22 1.41 0.12
O -1.45 2.07 -0.20
C -0.07 -0.23 -0.84
C 0.20 -1.18 0.33
O 0.52 -0.48 1.47
O -0.51 0.65 1.50
H 0.85 -0.03 -1.39
H -0.90 -0.60 -1.52
H -0.71 -1.84 0.45
H 1.21 -1.83 0.13

Of them, arrangement one has the lowest stability.

Arrangement one

32
Properties=species:S:1:pos:R:3 method="wB97M-V/def2-TZVPD" e_lumo_ev=-2.9 total_charge=+1
N -0.12 0.34 0.04
H -0.36 -0.56 0.58
H -0.98 0.66 -0.20
H 0.62 0.17 -0.58
H 0.12 0.94 0.67
O 1.18 -0.99 -3.01
H 1.27 -1.58 -2.24
H 1.28 -1.30 -3.95
O -2.38 1.39 2.11
H -1.95 2.29 1.75
H -2.68 0.85 1.38
O -1.85 -2.48 -0.28
H -2.55 -2.61 -0.82
H -1.68 -3.46 -0.14
O -1.31 3.12 -0.45
H -0.49 3.55 -0.81
H -1.42 3.68 0.32
O -0.02 -1.78 2.76
H -0.51 -1.26 3.48
H -0.45 -2.61 3.06
O 2.49 2.18 0.11
H 3.25 2.62 -0.07
H 1.89 2.80 0.53
O -1.00 0.59 -3.17
H -1.78 0.17 -3.48
H -0.28 0.12 -3.49
O 1.17 -2.47 -0.56
H 1.83 -3.12 -0.76
H 0.53 -2.92 -0.11
O 1.76 0.77 2.39
H 1.74 0.01 2.78
H 2.67 0.86 2.17

Arrangement two

32
Properties=species:S:1:pos:R:3 method="wB97M-V/def2-TZVPD" e_lumo_ev=-3.1 total_charge=+1
N -0.10 -0.57 0.06
H -0.29 -0.69 1.07
H 0.73 0.02 0.10
H -0.87 -0.13 -0.32
H 0.09 -1.47 -0.41
O -2.42 0.92 -1.90
H -3.33 0.41 -1.97
H -2.64 1.48 -1.10
O 0.38 3.56 1.26
H 0.55 2.55 1.42
H 0.28 4.20 2.08
O 1.54 0.73 -2.14
H 0.78 0.71 -2.70
H 2.43 0.91 -2.64
O -2.22 -2.41 -0.20
H -2.43 -3.29 0.09
H -3.01 -2.40 -0.73
O 1.24 1.33 2.31
H 0.77 1.27 3.23
H 2.20 1.32 2.42
O 0.65 -2.97 -3.21
H 0.94 -3.18 -4.14
H 1.39 -2.69 -2.65
O 1.63 -2.58 1.37
H 1.72 -3.16 0.59
H 1.23 -3.02 2.05
O 2.71 2.60 -0.11
H 2.48 2.03 -0.91
H 2.04 3.29 0.26
O -2.54 0.47 2.02
H -2.47 0.48 2.97
H -3.47 0.27 1.81

Of them, arrangement one has the lowest stability.

Arrangement one

10
Properties=species:S:1:pos:R:3 method="wB97M-V/def2-TZVPD" e_lumo_ev=4.2 smiles="NNc1c([O-])c1=O" total_charge=-1
N 0.03 0.19 0.70
N 0.14 -0.68 -0.36
C 0.11 -0.31 -1.65
C 0.04 -0.94 -2.89
O -0.03 -2.13 -3.36
C 0.02 0.39 -3.30
O 0.10 1.49 -3.80
H 0.58 0.89 0.42
H -0.94 0.44 0.73
H -0.34 -1.51 -0.12

Arrangement two

10
Properties=species:S:1:pos:R:3 method="wB97M-V/def2-TZVPD" e_lumo_ev=4.2 smiles="[H]/N=C(/C=N/[H])C(=O)[O-]" total_charge=-1
H -0.80 2.31 0.09
N -0.48 1.58 -0.68
C -0.25 0.44 -0.18
C 0.65 -0.56 -0.76
N 1.94 -0.37 -0.83
H 2.48 -1.28 -1.05
C -1.06 -0.12 1.23
O -1.39 -1.31 1.26
O -1.32 0.84 1.95
H 0.22 -1.53 -1.05

Of them, arrangement one has the lowest stability.

Arrangement one

17
Properties=species:S:1:pos:R:3 method="wB97M-V/def2-TZVPD" e_lumo_ev=-0.4 total_charge=0
N 2.41 -0.10 0.94
C 1.69 -0.46 -0.25
C 1.02 0.72 -1.00
N -0.12 1.20 -0.20
C -1.36 0.57 -0.40
C -1.78 -0.49 0.52
O -2.67 -1.29 0.40
H 3.33 -0.51 1.07
H 1.85 -0.33 1.75
H 2.28 -0.96 -1.03
H 0.83 -1.09 -0.04
H 1.71 1.56 -1.05
H 0.82 0.45 -2.04
H -0.07 2.14 0.16
H -0.92 -1.02 -1.20
H -2.12 1.08 -1.00
H -1.09 -0.48 1.40

Arrangement two

17
Properties=species:S:1:pos:R:3 method="wB97M-V/def2-TZVPD" e_lumo_ev=0.9 smiles="CCNC(=O)CN" total_charge=0
C 0.45 2.12 -1.37
C -0.67 1.34 -0.62
N -0.17 0.86 0.69
C 0.43 -0.38 0.86
O 1.51 -0.48 1.40
C -0.39 -1.58 0.43
N -0.04 -2.73 1.30
H 0.61 1.47 -2.23
H 1.32 2.06 -0.71
H 0.19 3.14 -1.64
H -1.52 1.98 -0.32
H -1.04 0.42 -1.10
H 0.32 1.52 1.27
H -0.20 -1.82 -0.62
H -1.46 -1.44 0.56
H -0.29 -3.56 0.75
H 0.95 -2.93 1.36

Arrangement three

17
Properties=species:S:1:pos:R:3 method="wB97M-V/def2-TZVPD" e_lumo_ev=0.8 total_charge=0
C -1.52 -0.72 -0.10
C -0.94 0.83 0.95
N 0.29 1.17 0.36
C 1.23 0.19 0.11
N 2.08 0.49 -0.97
C 1.11 -1.03 0.68
O -1.47 -0.29 -1.43
H -1.85 0.60 -1.46
H 0.26 1.89 -0.35
H 2.90 -0.10 -0.99
H 1.61 0.47 -1.87
H -2.53 -0.78 0.29
H -1.14 -1.74 -0.08
H -0.82 0.37 1.92
H -1.64 1.66 0.92
H 1.75 -1.84 0.35
H 0.67 -1.16 1.66

Arrangement four

17
Properties=species:S:1:pos:R:3 method="wB97M-V/def2-TZVPD" e_lumo_ev=0.8 smiles="NCC[C@H](N)C=O" total_charge=0
N -1.29 -1.52 0.83
C -0.22 -1.68 -0.28
C 0.76 -0.49 -0.10
C 0.13 0.89 0.17
N -0.41 1.39 -1.08
C 1.19 1.86 0.68
O 0.95 2.92 1.20
H -2.13 -1.16 0.37
H -1.61 -2.49 0.92
H 0.25 -2.46 0.29
H -0.53 -1.76 -1.31
H 1.16 -0.68 0.93
H 1.65 -0.34 -0.71
H -0.67 0.71 0.90
H -0.71 2.34 -1.14
H -0.65 0.71 -1.76
H 2.14 1.78 0.09

Of them, arrangement one has the lowest stability.

Arrangement one

20
Properties=species:S:1:pos:R:3 method="wB97M-V/def2-TZVPD" e_lumo_ev=3.2 total_charge=-1
C -0.03 0.15 -0.10
C -1.19 0.97 -0.75
S -0.54 2.39 -1.69
N -0.56 -0.98 0.70
C 0.79 -1.82 1.40
O 1.47 -2.29 0.33
H 0.73 -0.12 -0.84
H 0.45 0.78 0.63
H -1.77 1.42 0.01
H -1.85 0.36 -1.36
H -0.06 1.70 -2.74
H -0.67 -1.74 0.03
H 1.22 -1.05 2.12
H 0.31 -2.62 2.02
H 2.51 -1.19 -0.20
H 3.97 -0.87 0.14
O 3.20 -0.50 -0.41
H -2.32 -0.38 2.76
H -2.35 -0.62 1.32
O -2.81 -0.06 1.95

Arrangement two

20
Properties=species:S:1:pos:R:3 method="wB97M-V/def2-TZVPD" e_lumo_ev=3.3 total_charge=-1
C 0.61 -1.46 -0.56
C 1.59 -1.74 0.57
S 0.84 -2.48 2.04
N -0.50 -0.67 -0.14
C -0.26 0.79 -0.27
O 0.11 1.18 -1.52
H 0.26 -2.40 -0.98
H 1.14 -0.94 -1.36
H 2.40 -2.36 0.22
H 2.06 -0.80 0.87
H -0.30 -1.78 1.98
H -1.37 -0.93 -0.57
H 0.51 1.03 0.50
H -1.17 1.35 0.05
H 0.12 3.01 -2.01
H 1.52 3.24 -1.77
O 0.75 3.77 -2.05
H -3.13 1.00 2.02
H -2.30 0.11 1.10
O -2.87 0.09 1.88

Of them, arrangement one has the lowest stability.

Arrangement one

6
Properties=species:S:1:pos:R:3 method="wB97M-V/def2-TZVPD" e_lumo_ev=3.5 total_charge=-1
S -2.05 1.09 0.82
H -2.72 -0.01 1.22
S 2.87 -1.06 -0.16
S -0.91 0.05 -0.64
H 2.74 -0.51 -1.41
H 1.47 -0.74 -0.08

Arrangement two

6
Properties=species:S:1:pos:R:3 method="wB97M-V/def2-TZVPD" e_lumo_ev=3.6 total_charge=-1
S 1.56 -0.87 0.43
H 2.79 -0.69 -0.07
S -2.02 1.00 0.67
S 0.45 -0.30 -1.24
H -2.77 -0.09 0.67
H -0.99 0.38 -0.19

Arrangement three

6
Properties=species:S:1:pos:R:3 method="wB97M-V/def2-TZVPD" e_lumo_ev=3.3 total_charge=-1
S 0.27 -0.52 1.06
S 0.36 1.56 1.02
H -0.20 -0.68 -0.32
H 1.68 1.69 0.80
S -0.78 -0.85 -2.02
H -0.72 -1.66 -3.08

Of them, arrangement three has the lowest stability.

Arrangement one

53
Properties=species:S:1:pos:R:3 method="wB97M-V/def2-TZVPD" e_lumo_ev=0.4 total_charge=0
O -0.64 1.23 -1.31
C -0.11 1.90 -2.19
C -0.32 3.35 -2.37
C -1.01 4.10 -1.52
C -1.22 5.59 -1.69
C -2.42 5.91 -0.79
C -2.21 4.96 0.39
C -1.73 3.66 -0.26
N 0.72 1.33 -3.12
C 1.18 -0.03 -2.96
C 2.43 -0.10 -2.14
C 3.10 -1.39 -1.64
C 3.88 -0.37 -0.79
N 4.63 -0.79 0.36
C 5.36 0.11 1.08
O 5.05 1.28 1.18
C 6.51 -0.43 1.83
C 7.14 -1.64 1.84
C 8.21 -1.53 2.78
C 9.21 -2.39 3.24
F 9.26 -3.64 2.75
C 10.13 -1.98 4.17
C 10.07 -0.66 4.67
C 9.11 0.23 4.25
C 8.18 -0.22 3.30
N 7.14 0.42 2.71
C 4.60 0.42 -1.89
O 3.51 0.57 -2.83
C 2.56 0.44 -0.70
H 0.12 3.81 -3.25
H -0.34 6.11 -1.32
H -1.36 5.88 -2.73
H -2.47 6.96 -0.50
H -3.35 5.66 -1.31
H -1.43 5.36 1.05
H -3.11 4.82 0.99
H -2.57 3.02 -0.55
H -1.09 3.04 0.37
H 1.29 1.94 -3.68
H 0.39 -0.59 -2.47
H 1.36 -0.47 -3.94
H 2.43 -2.01 -1.04
H 3.65 -1.99 -2.37
H 5.01 -1.73 0.31
H 6.90 -2.51 1.26
H 10.89 -2.67 4.50
H 10.80 -0.35 5.40
H 9.07 1.24 4.65
H 6.83 1.38 2.84
H 4.96 1.39 -1.55
H 5.41 -0.15 -2.35
H 2.63 1.52 -0.57
H 1.84 -0.01 -0.02

Arrangement two

53
Properties=species:S:1:pos:R:3 method="wB97M-V/def2-TZVPD" e_lumo_ev=0.7 smiles="COCCN1CCN(C(=O)c2ccc3nc(Cc4ccccc4F)oc3c2)CC1" total_charge=0
C -7.42 1.20 0.78
O -6.72 0.43 -0.16
C -6.35 -0.84 0.33
C -5.60 -1.61 -0.77
N -4.24 -1.23 -1.05
C -3.29 -1.61 -0.02
C -1.95 -0.93 -0.26
N -2.11 0.50 -0.10
C -1.21 1.33 0.48
O -1.46 2.50 0.70
C 0.13 0.73 0.80
C 0.55 0.74 2.14
C 1.79 0.27 2.51
C 2.62 -0.21 1.51
N 3.89 -0.74 1.54
C 4.18 -1.00 0.31
C 5.47 -1.55 -0.19
C 6.41 -0.42 -0.50
C 6.08 0.57 -1.41
C 6.94 1.62 -1.68
C 8.16 1.70 -1.03
C 8.52 0.72 -0.12
C 7.65 -0.31 0.13
F 8.02 -1.26 1.02
O 3.21 -0.70 -0.59
C 2.20 -0.19 0.16
C 0.95 0.27 -0.21
C -3.41 1.04 -0.47
C -4.05 0.14 -1.52
H -6.81 1.40 1.67
H -7.65 2.15 0.30
H -8.35 0.71 1.09
H -5.72 -0.73 1.23
H -7.25 -1.40 0.62
H -5.59 -2.67 -0.50
H -6.17 -1.50 -1.69
H -3.63 -1.36 1.00
H -3.16 -2.70 -0.07
H -1.61 -1.17 -1.27
H -1.21 -1.29 0.45
H -0.12 1.14 2.88
H 2.12 0.27 3.54
H 5.27 -2.13 -1.10
H 5.90 -2.20 0.57
H 5.12 0.52 -1.92
H 6.65 2.38 -2.39
H 8.83 2.52 -1.24
H 9.47 0.76 0.39
H 0.64 0.28 -1.25
H -3.25 2.05 -0.87
H -4.05 1.12 0.41
H -5.01 0.55 -1.81
H -3.40 0.11 -2.41

Of them, arrangement two has the lowest stability.